This record from the Open Molecules 2025 dataset describes a structure of composition C14H24ClO5P2PtS. The level of theory is the ωB97M-V functional and the def2-TZVPD basis.

Results
- Relative energy (zero: lowest compared OMol25 entry of this formula, charge and spin): 10.6 kcal per mole
- Gap between HOMO and LUMO (alpha / beta): 8.08 / 8.20 eV
- Maximum force: 0.37 eV/A
- Energy: -2583.98122 Eh
- Charge: +1
- E_HOMO (alpha / beta): -0.39595 / -0.48216 hartree
- Spin multiplicity: 3

XYZ file:
```
48
Properties=species:S:1:pos:R:3:forces:R:3:lowdin_spin:R:1
Pt -0.781 1.037 -0.430 0.285 0.218 0.099 1.03
C -0.132 1.186 3.116 0.048 -0.037 -0.057 0.04
P -1.088 0.413 1.792 -0.122 -0.005 0.004 0.15
C -2.813 0.535 2.349 0.027 0.072 0.005 0.04
C -0.685 -1.356 1.759 -0.006 -0.023 0.027 0.01
C -0.302 -2.029 2.914 -0.014 -0.003 -0.008 0.00
C -0.003 -3.382 2.870 -0.002 0.016 0.009 0.00
C -0.091 -4.075 1.673 0.002 -0.009 -0.016 0.00
C -0.476 -3.415 0.515 -0.010 0.003 0.003 0.00
C -0.771 -2.055 0.546 -0.011 -0.010 -0.035 0.01
P -1.270 -1.156 -0.950 -0.069 -0.063 0.009 0.14
C -3.048 -1.456 -1.162 0.033 0.017 -0.016 0.04
C -0.526 -2.003 -2.368 0.002 0.036 0.039 0.03
H -0.447 0.810 4.090 -0.004 -0.003 0.004 0.01
H -0.318 2.260 3.078 0.000 0.001 0.004 0.00
H 0.928 0.997 2.959 -0.001 0.001 -0.008 0.00
H -3.006 -0.164 3.163 0.027 0.008 0.016 0.01
H -3.503 0.341 1.530 -0.004 -0.034 0.008 0.00
H -2.985 1.553 2.701 -0.027 0.003 -0.029 0.00
H -0.222 -1.498 3.854 0.004 -0.006 0.009 0.00
H 0.304 -3.894 3.772 0.001 -0.003 0.002 0.00
H 0.145 -5.130 1.637 -0.001 -0.004 -0.002 0.00
H -0.536 -3.968 -0.414 0.000 -0.007 -0.003 0.00
H -3.232 -2.522 -1.306 0.004 -0.003 0.004 0.01
H -3.405 -0.902 -2.031 -0.010 -0.006 0.000 0.00
H -3.595 -1.119 -0.283 0.005 0.017 -0.001 0.00
H -0.947 -3.003 -2.482 0.001 -0.005 0.000 0.01
H 0.553 -2.079 -2.254 0.003 0.004 0.000 0.00
H -0.751 -1.427 -3.266 0.007 -0.002 -0.006 0.00
O -1.357 4.768 -2.205 0.008 0.066 -0.040 0.01
Cl -1.276 3.506 -1.592 -0.057 -0.004 -0.033 0.00
O -0.445 2.576 -2.385 -0.053 -0.128 0.037 0.06
O -0.619 3.579 -0.279 -0.016 -0.074 0.095 0.07
O -2.563 2.882 -1.396 -0.067 -0.010 -0.074 0.04
O 2.153 0.451 0.910 -0.018 -0.069 0.085 0.06
S 1.609 1.009 -0.335 0.090 -0.050 -0.159 0.16
C 2.406 2.604 -0.694 -0.060 0.027 0.003 0.03
C 3.239 2.406 -1.961 0.007 -0.006 0.014 0.01
C 3.628 0.929 -2.022 -0.004 0.016 -0.030 0.01
C 2.335 0.169 -1.758 -0.005 0.124 -0.031 0.02
H 3.013 2.767 0.198 0.002 -0.023 0.015 0.00
H 1.639 3.370 -0.763 0.018 -0.009 0.011 0.00
H 4.112 3.056 -1.937 -0.010 0.011 -0.006 0.00
H 2.644 2.675 -2.835 -0.007 -0.005 0.000 0.00
H 4.364 0.689 -1.253 0.005 -0.009 -0.005 0.00
H 4.046 0.655 -2.990 0.010 0.002 0.004 0.00
H 2.449 -0.881 -1.495 -0.020 -0.005 0.053 0.00
H 1.626 0.290 -2.581 0.007 -0.028 -0.001 0.00
```
Positions in Å, forces in eV/Å.


This record from the Open Molecules 2025 dataset describes the molecule C14H24N2O3. The level of theory is the ωB97M-V functional and the def2-TZVPD basis.

Results
- Relative energy (zero: lowest compared OMol25 entry of this formula, charge and spin): 13.8 kcal per mole
- Gap between HOMO and LUMO: 9.69 eV
- Maximum force: 0.62 eV/A
- Energy: -883.13425 Eh
- Charge: 0
- E_HOMO: -0.33167 hartree
- SMILES: COCCNC(=O)[C@H]1CC(=O)N(C2CCCCC2)C1

XYZ file:
```
43
Properties=species:S:1:pos:R:3:forces:R:3:nbo_charge:R:1
C -5.330 -2.325 0.482 0.001 -0.028 -0.017 -0.25
H -6.280 -2.792 0.738 0.058 -0.084 -0.037 0.20
O -5.492 -0.948 0.728 -0.129 0.117 -0.024 -0.53
C -4.312 -0.195 0.636 0.149 0.133 -0.185 -0.06
C -3.830 0.014 -0.812 -0.281 -0.297 0.187 -0.26
N -2.727 0.942 -0.868 -0.411 0.119 0.169 -0.62
C -1.448 0.538 -1.043 0.184 0.582 -0.101 0.69
O -1.144 -0.606 -1.298 0.130 -0.419 0.005 -0.62
C -0.433 1.680 -0.926 0.145 -0.205 -0.044 -0.31
H -0.713 2.459 -1.639 0.026 -0.059 0.031 0.23
C 0.986 1.157 -1.184 0.024 0.052 -0.357 -0.21
N 1.506 0.878 0.134 0.021 -0.151 -0.194 -0.43
C 0.792 1.423 1.135 -0.308 0.264 0.022 0.69
O 1.031 1.330 2.319 0.005 -0.001 0.417 -0.63
C -0.364 2.204 0.512 0.054 0.034 0.088 -0.50
H -0.116 3.267 0.543 -0.006 -0.010 0.045 0.23
H -1.274 2.048 1.090 0.055 0.032 0.035 0.23
C 2.647 0.020 0.371 0.115 -0.107 -0.063 -0.05
C 2.319 -1.449 0.089 0.066 0.077 0.342 -0.41
C 3.520 -2.322 0.439 -0.034 -0.039 -0.324 -0.40
C 4.747 -1.889 -0.358 0.095 0.006 0.321 -0.40
C 5.063 -0.420 -0.095 -0.048 -0.059 -0.334 -0.39
C 3.864 0.456 -0.446 0.037 0.024 0.370 -0.41
H 4.090 1.505 -0.240 -0.047 0.049 -0.056 0.21
H 3.643 0.356 -1.511 -0.019 0.043 -0.101 0.19
H 5.929 -0.113 -0.685 0.043 0.030 0.076 0.21
H 5.312 -0.285 0.960 0.065 0.032 0.056 0.20
H 5.605 -2.507 -0.085 0.023 -0.038 -0.083 0.21
H 4.556 -2.034 -1.424 0.023 -0.040 -0.078 0.19
H 3.289 -3.368 0.228 -0.001 -0.026 0.091 0.21
H 3.731 -2.235 1.507 0.008 -0.052 0.081 0.20
H 1.449 -1.743 0.677 -0.067 0.021 -0.049 0.22
H 2.069 -1.577 -0.966 -0.076 -0.007 -0.079 0.20
H 2.869 0.133 1.439 -0.003 -0.020 -0.137 0.23
H 1.602 1.908 -1.692 -0.076 -0.057 -0.026 0.19
H 0.953 0.246 -1.786 0.013 0.124 0.009 0.23
H -2.913 1.897 -0.608 0.149 -0.043 -0.045 0.39
H -3.467 -0.926 -1.233 -0.123 0.122 -0.023 0.23
H -4.661 0.388 -1.418 0.045 -0.089 0.030 0.20
H -3.505 -0.659 1.222 -0.032 0.075 -0.020 0.17
H -4.557 0.776 1.080 0.134 -0.052 -0.012 0.18
H -5.102 -2.530 -0.569 0.001 -0.036 0.022 0.17
H -4.536 -2.747 1.108 -0.008 -0.016 -0.008 0.17
```
Positions in Å, forces in eV/Å.


This record from the Open Molecules 2025 dataset describes a structure of composition C14H24N3O5Pd. The level of theory is the ωB97M-V functional and the def2-TZVPD basis.

Results
- Relative energy (zero: lowest compared OMol25 entry of this formula, charge and spin): 2.6 kcal per mole
- Gap between HOMO and LUMO (alpha / beta): 7.86 / 7.36 eV
- Maximum force: 0.73 eV/A
- Energy: -1215.98648 Eh
- Charge: +1
- E_HOMO (alpha / beta): -0.41733 / -0.41828 hartree
- Spin multiplicity: 3

XYZ file:
```
47
Properties=species:S:1:pos:R:3:forces:R:3:lowdin_spin:R:1
Pd -1.363 -0.958 0.493 -0.240 -0.255 -0.254 1.39
O -0.813 2.165 -0.858 -0.282 -0.581 -0.338 0.02
C -1.690 1.309 -0.801 -0.147 0.455 0.264 0.01
O -1.652 0.119 -1.339 0.377 0.164 0.278 0.16
C -2.944 1.625 0.047 0.236 -0.088 0.181 0.00
C -3.955 0.476 0.111 0.017 0.253 0.159 0.00
C -5.257 0.931 0.773 0.066 0.006 -0.021 0.00
C -4.860 0.991 2.270 0.056 -0.176 0.004 0.00
C -3.373 0.647 2.209 -0.221 0.230 -0.135 0.00
O -3.364 -0.369 1.153 0.011 -0.010 0.021 0.07
C -2.579 1.810 1.580 0.126 -0.275 -0.353 0.00
C -1.091 1.660 1.922 -0.376 -0.302 0.109 0.01
O -0.433 2.563 2.373 0.037 -0.044 -0.040 0.04
O -0.634 0.418 1.816 0.357 0.354 0.127 0.22
H -3.379 2.532 -0.368 -0.025 0.069 0.076 0.00
H -4.044 -0.105 -0.796 -0.035 -0.030 -0.115 0.00
H -6.055 0.213 0.600 -0.001 -0.025 0.004 0.00
H -5.579 1.894 0.379 0.003 -0.004 0.003 0.00
H -5.395 0.238 2.848 0.019 0.052 -0.028 0.00
H -5.033 1.961 2.728 0.019 0.042 0.001 0.00
H -2.934 0.227 3.105 0.005 -0.038 0.073 0.00
H -2.908 2.770 1.964 -0.021 0.085 -0.026 0.00
N 4.662 -2.207 -2.207 -0.061 0.056 -0.017 0.00
C 3.471 -1.465 -1.604 0.131 -0.035 0.046 0.00
C 3.927 -0.087 -1.162 -0.013 0.008 -0.087 0.00
C 2.709 0.658 -0.596 -0.068 -0.173 -0.031 0.00
N 1.720 0.766 -1.672 -0.169 0.104 0.105 0.00
C 2.130 -0.118 0.592 0.157 -0.140 -0.182 0.00
C 1.765 -1.574 0.262 -0.067 0.236 0.139 0.01
N 0.488 -1.659 -0.481 -0.046 0.080 0.166 0.06
C 2.926 -2.284 -0.450 0.017 -0.077 -0.063 0.00
H 5.046 -1.684 -2.995 0.017 -0.001 -0.027 0.00
H 4.399 -3.137 -2.535 -0.013 -0.024 -0.016 0.00
H 5.406 -2.317 -1.516 0.009 0.012 0.048 0.00
H 2.746 -1.374 -2.410 -0.035 -0.001 -0.042 0.00
H 4.338 0.472 -2.009 0.005 -0.022 0.015 0.00
H 4.712 -0.174 -0.401 -0.060 0.023 0.007 0.00
H 3.052 1.627 -0.229 0.013 0.112 0.050 0.00
H 2.080 1.337 -2.429 0.077 -0.018 -0.033 0.00
H 0.875 1.267 -1.364 0.072 -0.085 0.082 0.00
H 1.265 0.402 0.995 -0.084 -0.010 0.018 0.00
H 2.872 -0.140 1.395 0.027 0.038 -0.022 0.00
H 1.609 -2.116 1.194 -0.010 0.064 0.087 0.00
H 0.344 -2.602 -0.828 -0.032 0.019 -0.116 0.01
H 0.465 -0.994 -1.259 0.147 -0.083 -0.101 0.00
H 2.605 -3.277 -0.788 0.031 0.024 0.005 0.00
H 3.724 -2.434 0.289 -0.027 0.010 -0.023 0.00
```
Positions in Å, forces in eV/Å.


This record from the Open Molecules 2025 dataset describes a structure of composition C14H24N4O5Tl. The level of theory is the ωB97M-V functional and the def2-TZVPD basis.

Results
- Gap between HOMO and LUMO: 7.30 eV
- Maximum force: 3.96 eV/A
- Energy: -1315.19364 Eh
- Charge: +1
- E_HOMO: -0.41580 hartree

XYZ file:
```
48
Properties=species:S:1:pos:R:3:forces:R:3:lowdin_charge:R:1
O -0.361 3.307 0.845 -0.370 1.361 0.386 -0.46
H -0.120 4.195 1.210 -0.047 -1.383 -0.639 0.01
Tl 0.056 1.337 -0.183 0.177 0.363 1.756 1.14
N -1.098 -0.232 -1.989 0.806 -1.184 -1.443 -0.01
N 1.136 -1.345 -0.997 0.051 -0.978 -3.306 0.02
O -2.283 0.234 -2.555 0.115 0.107 0.427 -0.05
O 2.447 -1.806 -0.877 0.202 0.181 0.663 -0.06
C -0.489 -1.159 -2.751 -2.483 2.529 1.760 -0.24
C 0.749 -1.713 -2.233 1.332 0.873 2.822 -0.25
C -1.059 -1.522 -4.073 -0.225 -0.095 -0.341 0.00
C 1.636 -2.560 -3.072 0.039 -0.513 -0.939 -0.01
H -1.828 -0.795 -4.343 0.255 -0.243 -0.077 0.09
H -1.519 -2.512 -4.080 -0.019 -0.038 0.227 0.11
H -0.294 -1.555 -4.844 0.183 0.103 -0.005 0.10
H 2.370 -3.062 -2.447 -0.136 -0.001 -0.336 0.09
H 2.167 -1.982 -3.847 -0.051 0.103 0.429 0.12
H 1.091 -3.312 -3.656 -0.199 0.190 0.303 0.10
H -2.619 0.985 -2.010 0.649 -0.491 -0.210 0.09
H 2.815 -1.509 -0.038 -0.433 0.133 0.237 0.11
O -0.811 -2.065 1.050 0.607 -0.464 -0.964 -0.07
H -1.753 -2.169 0.896 -0.119 -0.002 0.110 0.05
H -0.379 -2.422 0.234 -0.526 0.464 0.976 0.04
C 1.809 2.373 -0.977 0.428 -1.053 -0.930 -0.15
H 1.471 3.369 -0.692 0.258 -0.097 -0.392 -0.01
H 1.979 2.108 -2.043 -0.358 0.660 0.694 0.02
H 2.696 2.029 -0.430 -0.477 0.123 0.144 0.01
O -2.392 3.239 -1.097 0.581 -0.137 0.735 -0.10
H -2.046 3.548 -0.204 0.067 -0.453 -0.928 0.03
H -1.667 3.490 -1.685 -0.218 0.245 -0.006 0.04
N 0.940 0.173 2.056 -0.726 -0.472 -1.087 0.06
C 0.234 0.782 3.129 0.337 0.123 0.908 -0.22
C 0.795 0.966 4.387 -0.576 -0.137 -1.112 0.00
C 0.071 1.630 5.390 -0.607 0.354 -0.212 -0.05
C -1.183 2.128 5.107 -0.235 0.299 0.545 -0.02
C -1.821 1.973 3.854 0.991 -0.469 -0.331 -0.13
C -3.087 2.504 3.492 0.141 -0.248 -0.299 0.03
C -3.598 2.297 2.225 0.160 -0.308 0.079 -0.01
C -2.808 1.556 1.313 0.518 -0.062 0.449 -0.12
N -1.604 1.098 1.642 -0.505 -0.191 -1.945 0.03
C -1.080 1.272 2.872 -0.138 0.049 -0.135 -0.19
H 1.941 0.202 2.109 0.269 0.049 0.458 0.09
H 0.606 -0.769 1.787 -0.011 0.659 0.384 0.07
H 1.790 0.599 4.581 0.136 -0.088 0.050 0.12
H 0.518 1.757 6.373 -0.179 0.051 -0.208 0.12
H -1.738 2.692 5.845 0.091 -0.065 0.283 0.12
H -3.612 3.065 4.253 -0.214 0.085 -0.104 0.13
H -4.569 2.672 1.884 0.433 -0.092 0.352 0.12
H -3.121 1.387 0.271 0.025 0.158 0.771 0.10
```
Positions in Å, forces in eV/Å.